(1)
Density functional theory data (the ωB97M-V functional and the def2-TZVPD basis) for a structure of composition C4H4OS at a distorted geometry.

The calculation puts the HOMO energy at -9.093 eV. For the LUMO energy, the calculation gives -1.26 eV.

Geometry as ORCA input:
```
! RIJCOSX wB97M-V def2-TZVPD def2/J DEFGRID3
* xyz 0 1
C 1.075 -0.187 1.604
C 0.374 -0.582 0.246
C -0.633 0.252 -0.345
C -0.979 0.353 -1.760
H 2.342 -0.312 1.627
H 0.837 -1.417 -0.442
H -1.021 0.947 0.367
H -2.309 0.476 -1.608
O -0.198 0.132 -2.661
S 0.513 0.338 2.971
*
```



(2)
Density functional theory data (the ωB97M-V functional and the def2-TZVPD basis) for a structure of composition C11H14BHgN7Se at a distorted geometry.

The calculation puts the HOMO energy (spin up / spin down) at -7.239 / -7.240 eV. For the LUMO energy (spin up / spin down), the calculation gives -0.62 / -0.62 eV.

Geometry as ORCA input:
```
! RIJCOSX wB97M-V def2-TZVPD def2/J DEFGRID3
* xyz 0 1
H -2.338 -2.979 0.191
N -0.581 -1.806 -0.015
B 1.765 -0.837 -0.287
N 0.745 -2.029 -0.185
C 0.924 -3.353 -0.250
Hg -1.181 0.307 0.024
H 1.921 -3.720 -0.393
C -0.313 -3.965 -0.106
H -0.494 -5.010 -0.115
C -1.240 -2.961 0.047
H 2.857 -1.255 -0.440
C -1.818 2.445 0.292
H -2.851 2.594 0.434
H -1.535 2.857 -0.703
H -1.287 2.790 1.190
N 1.710 0.006 1.051
N 1.369 0.082 -1.492
N 0.561 0.580 1.462
N 0.149 0.664 -1.567
C 2.644 0.279 1.969
C 2.029 0.421 -2.602
H 3.623 -0.104 1.810
H 3.022 0.039 -2.736
C 2.055 1.046 2.965
C 1.210 1.242 -3.365
C 0.735 1.220 2.613
C 0.033 1.382 -2.674
H 2.530 1.420 3.824
H 1.459 1.673 -4.302
H -0.112 1.753 3.097
H -0.900 1.939 -2.897
H -2.452 0.069 1.376
Se -6.156 1.535 0.732
C -4.594 1.080 0.548
N -3.487 0.596 0.504
*
```



(3)
Density functional theory data (the ωB97M-V functional and the def2-TZVPD basis) for an isolated molecule of C5H6O2.

Its SMILES is C#CC(=O)[C@@H](C)O. The calculation puts the HOMO energy at -10.129 eV. For the LUMO energy, the calculation gives 0.08 eV.

Geometry as ORCA input:
```
! RIJCOSX wB97M-V def2-TZVPD def2/J DEFGRID3
* xyz 0 1
C -1.367 -1.169 -2.443
C -0.534 -0.686 -1.718
C 0.478 -0.226 -0.764
O 1.647 -0.147 -1.069
C -0.070 0.164 0.611
C 1.045 0.381 1.608
O -0.768 1.388 0.450
H -2.082 -1.614 -3.102
H -0.761 -0.628 0.944
H 0.632 0.740 2.554
H 1.747 1.120 1.219
H 1.597 -0.547 1.777
H -1.565 1.225 -0.067
*
```



(4)
Density functional theory data (the ωB97M-V functional and the def2-TZVPD basis) for a cluster of 2 separate species, C25H18F4IO4 in total at a distorted geometry.

The calculation puts the HOMO energy at -11.726 eV. For the LUMO energy, the calculation gives -6.49 eV.

Geometry as ORCA input:
```
! RIJCOSX wB97M-V def2-TZVPD def2/J DEFGRID3
* xyz 1 1
F 5.658 -1.332 -0.114
C 4.752 -0.420 -0.614
C 5.207 0.867 -0.876
C 4.247 1.767 -1.331
F 4.646 3.055 -1.616
C 2.914 1.430 -1.453
C 2.450 0.117 -1.180
C 1.034 -0.113 -1.375
C 0.497 -1.428 -1.531
C -0.441 -1.698 -2.570
C -0.496 -2.992 -3.063
F -1.165 -3.244 -4.237
C 0.147 -4.062 -2.436
C 0.766 -3.792 -1.214
F 1.231 -4.854 -0.467
C 0.938 -2.502 -0.729
C 3.428 -0.835 -0.779
H 6.255 1.138 -0.786
H 2.194 2.176 -1.762
H 0.538 0.654 -1.979
H -0.984 -0.883 -3.047
H 0.142 -5.058 -2.856
H 1.468 -2.277 0.198
H 3.184 -1.878 -0.604
C -3.097 0.367 -1.208
C -2.984 1.861 -1.054
C -4.184 2.635 -1.627
O -2.936 2.249 0.346
C -1.768 2.008 1.032
O -1.678 2.404 2.177
C -0.657 1.351 0.220
I 1.034 1.179 1.448
C 0.129 0.246 3.132
C 0.034 0.987 4.311
C -0.689 0.460 5.387
C -1.283 -0.806 5.271
C -1.147 -1.552 4.094
C -0.426 -1.025 3.009
C -0.605 2.284 -0.954
O 0.338 2.986 -1.294
O -1.780 2.374 -1.683
H -2.133 -0.110 -1.004
H -3.855 -0.037 -0.531
H -3.408 0.147 -2.233
H -3.921 3.694 -1.735
H -4.473 2.236 -2.600
H -5.049 2.549 -0.964
H 0.484 1.976 4.368
H -0.793 1.045 6.306
H -1.838 -1.220 6.116
H -1.604 -2.542 4.006
H -0.324 -1.585 2.082
*
```



(5)
Density functional theory data (the ωB97M-V functional and the def2-TZVPD basis) for an isolated molecule of C2H5N3S2 at a distorted geometry.

The calculation puts the HOMO energy at -8.054 eV. For the LUMO energy, the calculation gives -2.25 eV.

Geometry as ORCA input:
```
! RIJCOSX wB97M-V def2-TZVPD def2/J DEFGRID3
* xyz 0 1
C 0.667 -0.623 1.930
C -0.197 -0.863 -0.693
N 0.588 0.642 1.888
N -1.000 0.211 -0.507
N -0.875 1.308 -1.297
S 0.171 -1.797 0.743
S 1.310 -0.774 -1.698
H 1.445 -1.043 2.561
H -0.869 -1.529 -1.414
H -1.530 2.065 -0.893
H 0.073 1.489 -1.674
H 0.217 0.915 1.054
*
```



(6)
Density functional theory data (the ωB97M-V functional and the def2-TZVPD basis) for a cluster of 2 separate species, H3N2PS in total at a distorted geometry.

The calculation puts the HOMO energy (spin up / spin down) at -8.465 / -8.464 eV. For the LUMO energy (spin up / spin down), the calculation gives -0.30 / -0.30 eV.

Geometry as ORCA input:
```
! RIJCOSX wB97M-V def2-TZVPD def2/J DEFGRID3
* xyz 0 1
N -0.661 1.067 1.099
N -0.084 0.190 1.723
P -1.273 2.021 0.131
S 1.332 -1.305 -1.803
H -0.235 0.157 2.726
H 0.600 -1.102 -2.886
H 0.320 -1.028 -0.990
*
```



The records above yield energy relative to the best compared isomer or geometry (same formula, charge and spin) values of 356.70 430.19 224.09 46.09 543.24 79.17 kJ/mol, respectively.
The records above yield energy values of -17091.4482 -92257.4357 -9374.7731 -53366.0942 -28291.0373 -23150.3995 eV, respectively.